# 1
A molecular structure, C18H24Cl2CuN5. Source: the OMol25 dataset; level of theory: ωB97M-V with the def2-TZVPD basis set.

Its charge is -1. As for the spin multiplicity: 2. The frontier orbital gap (alpha / beta) comes out at 0.198 / 0.193 Eh. As for the total energy: -96189.6602 eV. As for the LUMO energy (alpha / beta): 0.09736 / 0.09731 Ha.

```
50
Properties=species:S:1:pos:R:3:forces:R:3:mulliken_spin:R:1
Cu -0.3034 0.2743 1.6137 0.5 0.2 0.2 0.389
C 2.2717 -1.3564 0.9830 0.0 0.2 0.0 0.002
C 2.9215 0.0243 0.8506 0.0 -0.1 0.0 0.004
N 2.0176 1.0386 1.3622 0.1 0.0 -0.1 0.027
C 2.1972 2.3809 0.8690 0.0 0.0 0.0 0.010
C 1.8569 2.5288 -0.6013 0.1 0.1 -0.1 -0.001
C 2.3474 3.6147 -1.3167 0.0 0.0 0.0 -0.001
C 2.0088 3.7315 -2.6562 0.0 -0.1 0.0 0.000
C 1.2027 2.7656 -3.2310 0.0 0.0 0.0 0.000
C 0.7527 1.7065 -2.4422 0.1 0.1 0.0 0.000
C -0.1464 0.6435 -3.0588 -0.2 0.0 0.0 0.000
N -0.7934 -0.3112 -2.2019 -0.1 0.1 0.4 -0.005
C -0.1298 -1.5715 -1.9587 0.1 0.0 0.2 0.001
C 1.1824 -1.5473 -1.1685 0.0 -0.1 0.0 0.000
N 1.0120 -1.3749 0.2709 0.0 -0.3 -0.4 0.001
N 1.0771 1.6076 -1.1584 -0.1 -0.1 0.0 -0.002
H 2.0650 -1.5388 2.0409 0.0 -0.1 0.0 -0.002
H 2.9760 -2.1285 0.6276 0.0 0.0 0.0 0.001
H 3.1129 0.2375 -0.2018 0.0 0.0 0.0 -0.001
H 3.8985 0.0122 1.3598 0.0 0.1 0.0 0.002
H 1.9635 1.0216 2.3709 0.0 0.0 0.0 -0.013
H 3.2195 2.7683 1.0225 0.0 0.0 0.0 0.000
H 1.5178 3.0312 1.4288 0.0 0.0 0.1 -0.001
H 2.9787 4.3497 -0.8325 0.0 0.0 0.0 0.000
H 2.3752 4.5643 -3.2442 0.0 0.0 0.0 0.000
H 0.9232 2.8248 -4.2761 0.0 0.0 0.0 0.000
H 0.4396 0.1016 -3.8125 0.0 0.0 0.0 0.000
H -0.9221 1.1880 -3.6146 0.1 0.0 0.0 0.000
H -1.1269 0.0816 -1.3202 -0.1 0.0 -0.1 -0.001
H 0.0795 -2.0340 -2.9312 0.0 -0.1 0.0 0.000
H -0.8406 -2.2152 -1.4312 0.0 0.0 -0.1 -0.002
H 1.7921 -0.7243 -1.5421 0.1 0.0 0.0 -0.001
H 1.7329 -2.4842 -1.3787 0.0 0.0 0.0 0.001
H 0.3907 -2.0889 0.6355 0.0 0.0 0.0 0.001
C 0.0578 0.7894 3.5437 -0.2 -0.2 0.1 0.100
H -0.8661 0.7843 4.1308 0.0 0.0 0.0 -0.013
H 0.4859 1.7984 3.6573 0.0 0.0 0.0 0.003
H 0.7416 0.0964 4.0580 0.0 0.0 0.0 -0.005
Cl -1.1892 -2.7315 2.4970 0.1 -0.1 0.1 0.000
C -2.7226 -2.3483 1.7398 -0.2 0.1 0.0 0.031
C -3.7569 -3.2396 1.9006 0.0 0.0 0.0 -0.007
C -4.9872 -3.0217 1.2893 -0.1 -0.1 0.0 0.018
C -5.1411 -1.8740 0.5125 0.1 0.0 0.0 -0.007
C -4.1128 -0.9755 0.3737 0.0 -0.1 0.1 0.049
Cl -4.4046 0.4655 -0.5670 0.1 0.1 -0.1 0.004
C -2.8090 -1.1098 0.9946 0.0 0.0 0.0 -0.069
N -1.8610 -0.2336 0.8726 -0.5 0.1 -0.3 0.484
H -3.5982 -4.1280 2.5001 0.0 0.0 0.0 -0.001
H -5.8016 -3.7222 1.4183 0.0 0.0 0.0 0.001
H -6.0855 -1.6718 0.0219 0.0 0.0 0.0 0.001
```
Forces are in eV/Å.


# 2
A molecular structure, C54H46F5N2O4P2S3Te2Tl. Source: the OMol25 dataset; level of theory: ωB97M-V with the def2-TZVPD basis set.

For the energy relative to the best compared isomer or geometry (same formula, charge and spin), the calculation gives 214.1 kJ/mol. Its charge is -2. As for the spin multiplicity: 1. The frontier orbital gap comes out at 0.241 Eh. As for the total energy: -151866.5755 eV. As for the LUMO energy: 0.13320 Ha.

```
119
Properties=species:S:1:pos:R:3:forces:R:3:mulliken_charge:R:1
Tl 0.3601 -0.0521 -0.0052 -0.5 -0.4 -0.3 1.991
S -2.4036 1.4128 0.7323 -0.1 0.0 0.0 -0.483
P -1.3695 2.4842 -0.5690 0.0 0.0 -0.1 1.348
C -0.0012 1.6809 -1.2801 0.6 0.1 0.5 -0.233
P 1.5108 2.5299 -1.5776 -0.2 0.0 -0.1 1.100
S 2.8240 2.6028 -0.1178 0.1 0.1 0.0 -0.600
C 2.2976 1.8346 -3.0751 0.0 -0.1 0.0 0.633
C 3.6684 1.6078 -3.1084 0.0 -0.1 0.1 -0.733
C 4.2648 1.0929 -4.2502 0.0 0.0 0.0 -0.725
C 3.4994 0.8039 -5.3689 0.0 0.0 0.0 -0.598
C 2.1291 1.0245 -5.3414 0.0 0.0 0.0 -0.943
C 1.5358 1.5316 -4.1981 0.0 0.0 0.0 0.320
C 1.1537 4.2392 -2.1704 0.0 0.0 0.0 0.379
C 1.7933 5.3222 -1.5787 0.0 0.0 0.0 -0.652
C 1.5624 6.6125 -2.0347 0.0 0.0 0.0 -0.746
C 0.6839 6.8374 -3.0841 0.0 0.0 0.0 -0.567
C 0.0443 5.7610 -3.6858 0.0 0.0 0.0 -0.979
C 0.2860 4.4717 -3.2358 0.0 0.0 0.0 0.202
C -0.9156 4.0503 0.2681 0.0 0.1 -0.1 0.152
C -0.1953 3.9181 1.4560 0.0 0.0 0.0 -0.483
C 0.2024 5.0374 2.1662 0.0 0.0 0.0 -0.563
C -0.1265 6.3076 1.7062 0.0 0.0 0.0 -0.718
C -0.8438 6.4472 0.5281 0.0 0.0 0.0 -0.769
C -1.2254 5.3237 -0.1946 0.0 0.0 0.0 -0.270
C -2.5397 2.9820 -1.8907 -0.1 0.0 0.0 0.668
C -3.6587 3.7573 -1.5900 0.0 0.0 0.0 -0.305
C -4.5980 4.0467 -2.5662 0.0 0.0 0.0 -0.721
C -4.4483 3.5392 -3.8524 0.0 0.0 0.0 -0.762
C -3.3553 2.7409 -4.1519 0.0 0.0 0.0 -0.580
C -2.4062 2.4696 -3.1745 0.0 -0.1 0.1 0.140
H 4.2529 1.7944 -2.2169 0.0 0.0 0.0 0.289
H 5.3278 0.8861 -4.2493 0.0 0.0 0.0 0.399
H 3.9637 0.3769 -6.2505 0.0 0.0 0.0 0.341
H 1.5127 0.7674 -6.1955 0.0 0.0 0.0 0.371
H 0.4624 1.6540 -4.1681 0.0 -0.1 0.0 -0.029
H 2.4634 5.1325 -0.7485 0.0 0.0 0.0 0.344
H 2.0598 7.4460 -1.5527 0.0 0.0 0.0 0.424
H 0.4994 7.8461 -3.4356 0.0 0.0 0.0 0.346
H -0.6440 5.9219 -4.5072 0.0 0.0 0.0 0.425
H -0.2179 3.6457 -3.7157 0.0 0.0 0.0 0.127
H 0.0482 2.9288 1.8270 0.0 0.0 0.0 0.250
H 0.7691 4.9146 3.0816 0.0 0.0 0.0 0.530
H 0.1847 7.1844 2.2622 0.0 0.0 0.0 0.354
H -1.0858 7.4336 0.1503 0.0 0.0 0.0 0.377
H -1.7484 5.4508 -1.1338 0.0 0.0 0.0 0.350
H -3.7980 4.1192 -0.5781 0.0 0.0 0.0 0.505
H -5.4611 4.6540 -2.3201 0.0 0.0 0.0 0.391
H -5.1908 3.7537 -4.6119 0.0 0.0 0.0 0.375
H -3.2418 2.3182 -5.1431 0.0 0.0 0.0 0.380
H -1.5576 1.8282 -3.3837 0.0 0.0 0.0 -0.690
C 4.1978 4.1793 5.2288 0.0 0.0 0.0 -1.775
C 4.4493 3.1007 4.1663 0.0 0.0 0.0 2.406
C 5.8761 2.5542 4.3175 0.0 0.0 0.0 -1.867
C 4.3345 3.7436 2.7859 0.0 0.0 0.0 -1.849
C 3.4554 1.9540 4.3503 0.0 0.0 0.0 0.276
C 3.4567 1.2497 5.5691 0.0 0.0 0.0 -0.431
C 2.6347 0.1668 5.7933 0.0 0.0 0.0 -1.413
C 1.7765 -0.2267 4.7735 0.0 0.0 0.0 1.264
S 0.6641 -1.5468 4.7152 0.0 0.0 0.0 -0.598
C 0.2295 -1.0753 3.0905 0.1 0.0 -0.1 0.801
N 0.8336 -0.0277 2.6429 -0.2 0.0 0.1 0.343
C 1.7401 0.4683 3.5627 0.0 0.0 0.0 -1.837
C 2.5846 1.5596 3.3504 0.0 0.0 0.0 0.953
C -0.7125 -1.8706 2.2899 -0.1 0.0 0.0 0.908
C -1.4857 -2.8627 2.8956 0.0 0.0 0.0 -0.903
C -2.3765 -3.6083 2.1458 0.0 0.0 0.0 -1.017
C -2.4990 -3.3605 0.7844 0.0 0.0 0.0 -0.674
C -1.7273 -2.3782 0.1822 0.0 0.0 0.0 -0.062
C -0.8248 -1.6251 0.9224 0.3 0.0 0.1 -0.378
H 4.9018 5.0063 5.0986 0.0 0.0 0.0 0.450
H 4.3190 3.7894 6.2412 0.0 0.0 0.0 0.331
H 3.1838 4.5760 5.1406 0.0 0.0 0.0 0.303
H 6.6036 3.3575 4.1695 0.0 0.0 0.0 0.460
H 6.0633 1.7734 3.5786 0.0 0.0 0.0 0.323
H 6.0401 2.1249 5.3078 0.0 0.0 0.0 0.379
H 5.0637 4.5542 2.7011 0.0 0.0 0.0 0.496
H 3.3418 4.1601 2.6044 0.0 0.0 0.0 0.261
H 4.5375 3.0273 1.9903 0.0 0.0 0.0 0.315
H 4.1407 1.5483 6.3548 0.0 0.0 0.0 0.354
H 2.6723 -0.3725 6.7316 0.0 0.0 0.0 0.362
H 2.5474 2.0447 2.3836 0.0 0.0 0.0 -0.244
H -1.3961 -3.0501 3.9601 0.0 0.0 0.0 0.367
H -2.9729 -4.3784 2.6204 0.0 0.0 0.0 0.332
H -3.1956 -3.9396 0.1877 0.0 0.0 0.0 0.432
H -1.8255 -2.1965 -0.8815 0.0 0.0 0.0 0.231
O 3.1307 -2.4193 -1.7200 0.3 -0.1 -0.3 -0.656
N 2.0385 -2.0072 -2.1507 0.2 0.3 -0.4 0.724
O 0.9978 -2.1815 -1.4862 -0.5 0.1 0.2 -0.287
O 1.9959 -1.4091 -3.2325 -0.2 -0.1 -0.2 -0.430
F 4.8628 -0.9773 1.8680 0.0 0.0 -0.3 -0.462
Te 3.7084 -1.9429 0.6975 -0.1 0.0 1.0 1.562
F 5.1062 -3.2096 0.6697 -0.2 0.1 0.2 -0.389
F 3.0234 -2.3474 2.4600 0.4 -0.2 -0.2 -0.475
F 4.8169 -1.0844 -0.5741 0.0 -0.2 0.1 -0.416
F 2.7292 -3.5410 0.4449 0.0 0.1 -0.1 -0.381
O 2.4397 -0.6940 0.5134 0.2 0.2 -0.3 -0.363
Te -1.2719 -1.1772 -3.6807 0.0 -0.1 0.0 0.077
C -3.2345 -1.5483 -4.4515 0.0 0.1 0.0 -0.008
C -3.7046 -0.8282 -5.5478 0.0 0.0 0.0 -0.178
C -4.9832 -1.0401 -6.0495 0.0 0.0 0.0 -0.611
C -5.8113 -1.9862 -5.4643 0.0 0.0 0.0 -0.414
C -5.3570 -2.7077 -4.3686 0.0 0.0 0.0 -0.630
C -4.0850 -2.4805 -3.8608 0.0 0.0 0.0 -0.133
C -0.5481 -3.0495 -4.3431 0.1 0.0 0.1 0.464
C 0.2880 -3.1167 -5.4511 0.0 0.0 -0.1 -0.312
C 0.7972 -4.3389 -5.8692 0.0 0.0 0.0 -0.548
C 0.4778 -5.5006 -5.1802 0.0 0.0 0.0 -0.476
C -0.3369 -5.4337 -4.0590 0.0 0.0 0.0 -0.617
C -0.8347 -4.2095 -3.6334 0.0 0.0 0.0 0.010
H -3.0585 -0.0968 -6.0191 0.0 0.0 0.0 0.429
H -5.3289 -0.4669 -6.9022 0.0 0.0 0.0 0.358
H -6.8069 -2.1579 -5.8559 0.0 0.0 0.0 0.349
H -6.0005 -3.4395 -3.8943 0.0 0.0 0.0 0.389
H -3.7554 -3.0281 -2.9864 0.0 0.0 0.0 0.225
H 0.5589 -2.2076 -5.9722 0.0 0.0 0.0 0.291
H 1.4595 -4.3792 -6.7258 0.0 0.0 0.0 0.369
H 0.8880 -6.4523 -5.4963 0.0 0.0 0.0 0.337
H -0.5562 -6.3292 -3.4902 0.0 0.0 0.0 0.379
H -1.4187 -4.1546 -2.7235 0.0 0.0 0.0 0.163
```
Forces are in eV/Å.


# 3
A molecular structure, C6H14O7Zr at a distorted geometry. Source: the OMol25 dataset; level of theory: ωB97M-V with the def2-TZVPD basis set.

Its charge is -1. As for the spin multiplicity: 2. The frontier orbital gap (alpha / beta) comes out at 0.255 / 0.224 Eh. As for the total energy: -22061.6874 eV. As for the LUMO energy (alpha / beta): 0.09078 / 0.05971 Ha.

```
28
Properties=species:S:1:pos:R:3:forces:R:3:mulliken_spin:R:1
Zr -0.2931 -0.3154 -0.3045 3.7 1.9 -0.7 0.000
O 1.7120 2.2438 3.4938 -1.9 -1.3 0.4 0.912
C 0.5438 1.4901 3.8131 0.2 -1.1 -1.4 -0.017
C 0.3970 0.0008 3.2451 1.2 -0.6 -1.7 -0.009
O -0.1211 -0.2287 1.9228 -0.5 1.0 -0.8 0.006
H -0.3825 1.9531 3.4730 0.1 0.9 -0.5 0.059
H 0.3870 1.5443 4.8904 0.4 -0.2 0.4 0.048
H -0.1000 -0.7059 3.9097 -0.7 0.6 0.6 0.001
H 1.3854 -0.4554 3.1913 0.6 0.4 0.3 0.000
O 1.4533 1.0733 -0.8568 -3.3 -0.2 1.4 0.000
C 0.8380 2.2371 -1.4895 -0.8 -2.0 -0.6 0.000
C -0.6816 2.6572 -1.0242 2.0 -0.4 1.3 0.000
O -1.4816 1.5672 -0.6648 1.4 -2.2 -0.3 0.000
H 0.7660 1.8193 -2.4937 -0.6 0.7 -0.7 0.000
H 1.5825 3.0299 -1.5625 -0.3 0.6 0.5 0.000
H -1.1408 3.3622 -1.7171 -0.1 -0.3 -0.8 0.000
H -0.6118 3.2562 -0.1162 0.5 0.4 0.4 0.000
O -0.7044 -0.9241 -2.3992 0.7 -1.8 2.1 0.000
C -0.1307 -2.2262 -2.7549 1.1 1.7 0.2 0.000
C 0.8899 -2.8468 -1.6622 0.4 1.7 0.5 0.000
O 0.9460 -2.1771 -0.3596 -2.7 0.8 -1.5 0.000
H 0.4196 -2.0379 -3.6767 0.9 0.3 0.0 0.000
H -0.8091 -2.9324 -3.2335 -1.1 -0.4 1.1 0.000
H 1.9321 -2.7185 -1.9543 0.0 0.1 -1.0 0.000
H 0.7970 -3.9320 -1.6214 -0.6 -0.2 0.5 0.000
O -2.1588 -1.4724 -0.0697 -1.1 -0.5 0.4 0.000
H -2.5863 -1.7152 0.7516 0.2 0.1 0.6 0.000
H -2.8478 -1.5466 -0.7300 0.2 0.2 -0.7 0.000
```
Forces are in eV/Å.


# 4
A molecular structure, C11H21N3O5 at a distorted geometry. Source: the OMol25 dataset; level of theory: ωB97M-V with the def2-TZVPD basis set.

For the energy relative to the best compared isomer or geometry (same formula, charge and spin), the calculation gives 1153.8 kJ/mol. As for the spin multiplicity: 1. The frontier orbital gap comes out at 0.309 Eh. As for the total energy: -26444.8402 eV. As for the LUMO energy: -0.00842 Ha.

```
40
Properties=species:S:1:pos:R:3:forces:R:3:mulliken_charge:R:1
C 2.6072 -0.4359 -2.0202 3.1 1.7 1.3 0.076
C 1.8188 -0.4206 -0.6715 2.1 -1.5 1.1 0.397
C 1.7812 -0.4087 -3.1843 0.2 -0.2 -5.1 -1.132
C 0.8658 -1.7340 -3.6025 -0.7 0.8 -1.4 -0.570
C -0.5367 -1.3177 -3.1244 2.2 1.0 -1.8 0.569
C -0.1750 0.8172 0.2883 -3.2 -3.2 -1.3 -0.681
C 0.3839 1.5278 1.3621 1.4 7.4 2.8 0.935
C -0.3887 -0.4400 1.1268 -4.8 -2.9 -0.5 -1.032
C -1.0845 0.0331 2.3874 0.0 -1.5 1.9 0.103
C -2.6163 0.4705 2.2107 0.7 1.7 -2.1 -0.232
C -3.1804 1.1082 3.5472 1.3 -4.3 -0.8 -0.895
H 4.6549 -0.8823 -2.8631 -3.3 -2.6 2.7 0.337
H 4.1564 -1.5842 -1.2739 0.5 -0.2 0.0 0.321
H 2.7909 0.9582 -2.0649 1.1 -4.1 0.7 0.208
H 1.3792 0.6639 -3.0112 -0.9 -2.4 -1.7 0.618
H 2.4729 -0.3110 -4.1882 -1.4 0.1 2.7 0.373
H 0.9550 -2.8024 -3.1110 0.9 2.2 -1.2 0.306
H 0.8862 -1.7594 -4.9155 -0.3 -0.4 4.2 0.307
H -2.4398 -1.8893 -2.6793 4.4 -0.7 -3.0 0.447
H 0.1929 0.7527 -1.6655 2.2 -1.0 1.3 0.499
H -1.3545 1.0143 0.0283 3.6 0.6 -0.1 0.315
H -1.1448 -1.2218 0.7821 1.3 0.8 -0.9 0.287
H 0.4896 -0.9393 1.3488 1.4 -1.0 0.4 0.473
H -0.3338 0.9230 2.4198 -3.5 -2.7 4.3 -0.227
H -0.9909 -0.8537 3.2490 -0.2 2.6 -2.0 0.247
H -2.6634 1.3298 1.3766 0.3 -1.5 1.8 0.224
H -3.2331 -0.3283 1.6685 0.7 0.6 1.3 0.321
H -3.1292 0.2681 4.2723 -0.5 0.1 -0.3 0.333
H -4.1869 1.4095 3.4952 -1.3 0.4 -0.4 0.421
H -2.1697 2.8737 3.5625 -0.6 0.6 -0.9 0.256
H -1.4219 1.8733 4.4470 -1.6 -0.8 -0.3 0.295
H 1.8525 0.0673 1.7073 -0.8 3.1 -0.6 0.458
N 3.8080 -1.5400 -2.2304 0.2 5.3 -1.0 -0.666
N 0.7929 0.6408 -0.7654 0.2 -2.3 -0.4 0.061
N -2.3944 2.0743 4.1143 3.2 2.8 2.0 -0.604
O 2.3375 -1.1973 0.3100 -3.4 4.6 -4.1 -0.775
O -0.7229 -0.2065 -2.7367 -1.5 1.8 1.2 -0.655
O -1.4783 -2.1518 -3.3166 -6.0 -1.9 2.6 -0.555
O -0.2033 2.5093 1.9439 3.1 -1.7 -2.7 -0.624
O 1.6226 1.1092 1.7766 -0.1 -1.5 0.2 -0.539
```
Forces are in eV/Å.